1.
A cluster of 6 separate species, C30H75ClN5O14 in total at a distorted geometry, computed with the ωB97M-V functional and the def2-TZVPD basis.

Each line ends with the Mulliken charge.
CARTESIAN COORDINATES (ANGSTROEM)
1 Cl 12.073 21.461 -5.962  1.69
2 O 11.005 21.552 -5.076  -0.61
3 O 12.693 20.195 -5.832  -0.68
4 O 11.554 21.670 -7.291  -0.56
5 O 13.057 22.466 -5.622  -0.78
6 C 12.213 17.815 1.709  -0.79
7 O 11.234 17.959 0.751  -0.25
8 C 10.305 16.865 0.738  -0.62
9 C 9.317 17.130 -0.335  -0.52
10 N 8.770 18.521 -0.303  -0.40
11 C 8.521 19.188 -1.575  -1.01
12 C 9.501 20.238 -1.899  0.03
13 O 9.207 21.373 -1.094  -0.43
14 C 9.710 22.582 -1.701  -0.64
15 H 12.927 18.623 1.545  0.22
16 H 12.582 16.791 1.653  0.28
17 H 11.703 18.064 2.640  0.32
18 H 9.957 16.706 1.759  0.41
19 H 10.871 15.973 0.472  0.38
20 H 8.553 16.352 -0.322  0.33
21 H 9.802 16.960 -1.296  0.32
22 H 9.433 19.083 0.212  0.28
23 H 7.550 19.585 -1.282  0.29
24 H 8.373 18.432 -2.346  0.50
25 H 9.426 20.357 -2.980  0.21
26 H 10.479 19.819 -1.664  0.30
27 H 10.771 22.491 -1.929  0.29
28 H 9.453 23.439 -1.078  0.27
29 H 9.078 22.690 -2.583  0.27
30 C 4.745 20.611 -15.961  -4.33
31 O 5.775 21.145 -15.100  1.63
32 C 7.069 20.997 -15.655  -1.15
33 C 7.852 22.261 -15.287  -0.72
34 N 8.473 22.125 -13.878  -0.32
35 C 7.705 21.402 -12.854  -0.14
36 C 8.495 20.887 -11.600  -0.15
37 O 8.704 21.997 -10.810  -0.42
38 C 9.369 21.726 -9.626  -0.34
39 H 4.026 20.101 -15.319  0.62
40 H 5.065 19.880 -16.703  0.59
41 H 4.282 21.435 -16.504  0.78
42 H 7.189 21.033 -16.737  0.55
43 H 7.529 20.045 -15.392  0.38
44 H 7.299 23.197 -15.360  0.23
45 H 8.669 22.411 -15.992  0.41
46 H 8.450 23.087 -13.571  0.24
47 H 7.231 20.493 -13.225  0.55
48 H 6.822 21.942 -12.509  0.18
49 H 9.405 20.347 -11.862  0.17
50 H 7.840 20.125 -11.179  0.04
51 H 10.082 22.517 -9.394  0.31
52 H 10.007 20.844 -9.582  -0.22
53 H 8.549 21.492 -8.947  0.44
54 C 2.466 16.005 -10.127  -1.36
55 O 3.918 16.139 -10.301  0.09
56 C 4.761 15.973 -9.130  -0.70
57 C 6.199 16.595 -9.439  -0.43
58 N 7.161 15.909 -8.706  -0.21
59 C 8.539 16.238 -9.098  -1.44
60 C 9.069 17.578 -8.534  0.95
61 O 8.664 17.644 -7.142  -0.42
62 C 8.861 18.950 -6.541  -0.57
63 H 1.952 16.597 -9.370  0.30
64 H 2.246 14.946 -9.991  0.36
65 H 2.034 16.115 -11.122  0.43
66 H 4.873 14.917 -8.883  0.31
67 H 4.507 16.600 -8.275  0.30
68 H 6.225 17.655 -9.188  0.12
69 H 6.485 16.698 -10.486  0.38
70 H 6.988 15.935 -7.711  0.28
71 H 8.648 16.055 -10.167  0.37
72 H 9.153 15.455 -8.655  0.42
73 H 8.757 18.451 -9.108  -0.12
74 H 10.143 17.411 -8.616  0.05
75 H 9.914 19.227 -6.498  0.23
76 H 8.435 19.140 -5.556  0.28
77 H 8.398 19.713 -7.166  0.20
78 C 12.666 21.427 -11.822  -0.90
79 O 13.466 20.748 -10.904  -0.04
80 C 12.838 19.610 -10.375  -0.32
81 C 13.650 19.091 -9.155  -0.19
82 N 14.975 18.616 -9.420  -0.33
83 C 15.785 18.448 -8.179  -0.73
84 C 16.082 19.784 -7.473  -0.52
85 O 16.528 20.866 -8.292  -0.21
86 C 17.256 21.874 -7.569  -0.90
87 H 11.722 21.742 -11.377  0.26
88 H 12.403 20.812 -12.683  0.41
89 H 13.191 22.350 -12.064  0.17
90 H 12.589 18.730 -10.969  0.27
91 H 11.947 20.015 -9.896  -0.09
92 H 13.206 18.189 -8.734  0.70
93 H 13.592 19.898 -8.425  -0.52
94 H 14.883 17.707 -9.851  0.29
95 H 16.612 17.739 -8.212  0.44
96 H 15.010 17.985 -7.567  0.37
97 H 16.791 19.454 -6.713  0.45
98 H 15.198 20.202 -6.990  0.27
99 H 16.572 22.600 -7.130  0.30
100 H 17.755 22.657 -8.140  0.27
101 H 17.932 21.518 -6.792  0.39
102 C 14.083 23.220 -9.226  -0.68
103 O 15.169 23.023 -10.203  0.10
104 C 15.689 24.331 -10.587  -1.13
105 C 16.823 24.200 -11.564  -0.41
106 N 16.642 23.231 -12.627  -0.31
107 C 17.812 23.457 -13.517  -0.59
108 C 17.477 24.427 -14.665  -0.78
109 O 16.360 25.255 -14.431  -0.01
110 C 16.178 26.302 -15.369  -1.19
111 H 13.906 22.291 -8.684  -0.26
112 H 13.144 23.383 -9.755  0.26
113 H 14.371 24.003 -8.524  0.63
114 H 16.023 24.822 -9.673  0.37
115 H 14.936 24.930 -11.099  0.29
116 H 17.739 23.998 -11.009  0.38
117 H 17.026 25.175 -12.008  0.46
118 H 15.856 23.505 -13.200  0.23
119 H 18.049 22.527 -14.035  0.33
120 H 18.650 23.873 -12.957  0.32
121 H 17.244 23.952 -15.618  0.44
122 H 18.397 24.925 -14.970  0.50
123 H 15.956 25.978 -16.386  0.36
124 H 17.118 26.832 -15.523  0.35
125 H 15.414 27.047 -15.147  0.25

Forces on atoms 1 to 3 (eV/Å):
1.7 1.4 -1.0
-2.8 0.1 2.4
0.7 -1.8 -0.4

## Properties
Multiplicity: 2
Net charge: -2
Kohn-Sham gap (alpha / beta): 0.96 / 7.85 eV

2.
A structure of composition C30H75In2N5Na2O18P2 at a distorted geometry, computed with the ωB97M-V functional and the def2-TZVPD basis.

Each line ends with the Mulliken charge.
CARTESIAN COORDINATES (ANGSTROEM)
1 In 1.851 0.576 1.562  1.24
2 In 0.554 4.093 -1.200  1.10
3 Na 2.129 1.168 -3.448  0.82
4 Na -1.042 1.403 -4.057  0.91
5 P 0.128 0.567 -1.478  0.94
6 O 0.191 -0.177 -2.854  -1.85
7 O -0.090 -0.388 -0.234  -0.18
8 O -0.955 1.662 -1.598  -0.73
9 O 1.467 1.328 -1.207  -1.14
10 P 1.529 3.773 2.000  0.58
11 O 2.151 3.098 3.281  -0.70
12 O 0.318 2.913 1.490  -0.33
13 O 2.413 3.326 0.780  -0.29
14 O 1.062 5.296 1.851  -0.46
15 C -4.663 -1.782 -0.253  -0.18
16 O -4.821 -2.013 -1.658  -0.41
17 C -4.447 -0.974 -2.541  -0.95
18 C -2.930 -0.696 -2.492  0.92
19 N -2.033 -1.427 -3.376  -0.13
20 C -1.872 -2.856 -2.985  -1.13
21 C -1.027 -3.139 -1.750  2.40
22 O -1.008 -4.510 -1.536  -0.53
23 C -2.118 -4.967 -0.780  -0.65
24 H -5.212 -2.514 0.339  0.38
25 H -4.950 -0.811 0.150  0.23
26 H -3.609 -1.903 -0.001  -0.25
27 H -5.013 -0.073 -2.307  0.40
28 H -4.751 -1.206 -3.562  0.37
29 H -2.473 -0.776 -1.505  -0.51
30 H -2.739 0.365 -2.654  -0.04
31 H -1.144 -1.009 -3.143  0.18
32 H -1.382 -3.494 -3.719  -0.28
33 H -2.832 -3.356 -2.852  0.81
34 H -1.373 -2.622 -0.854  -0.40
35 H -0.001 -2.884 -2.014  -1.15
36 H -3.020 -4.927 -1.390  0.31
37 H -2.214 -4.367 0.125  0.12
38 H -1.864 -5.972 -0.441  0.32
39 C 0.739 -4.812 -5.747  -0.78
40 O 1.646 -3.841 -5.419  -0.29
41 C 1.106 -2.536 -5.593  -0.21
42 C 2.171 -1.486 -5.262  -1.13
43 N 2.339 -1.282 -3.774  0.53
44 C 2.939 -2.458 -3.121  0.04
45 C 4.368 -2.683 -3.568  -1.41
46 O 5.215 -1.591 -3.632  -0.17
47 C 6.416 -1.875 -4.420  -0.91
48 H -0.100 -4.923 -5.060  0.23
49 H 1.188 -5.805 -5.779  0.27
50 H 0.394 -4.621 -6.763  0.37
51 H 0.276 -2.369 -4.905  -0.05
52 H 0.738 -2.384 -6.608  0.68
53 H 1.787 -0.532 -5.623  0.38
54 H 3.164 -1.581 -5.702  0.50
55 H 1.476 -0.903 -3.409  0.25
56 H 2.302 -3.323 -3.306  0.58
57 H 2.870 -2.239 -2.055  -0.29
58 H 4.374 -3.200 -4.527  0.58
59 H 4.844 -3.378 -2.875  0.45
60 H 7.040 -2.674 -4.021  0.37
61 H 7.022 -0.969 -4.438  0.24
62 H 6.159 -2.262 -5.406  0.35
63 C 3.699 -2.909 2.368  -0.80
64 O 2.856 -2.156 1.438  0.19
65 C 1.880 -3.029 0.774  0.62
66 C 0.568 -3.277 1.547  -0.93
67 N -0.081 -1.963 1.804  1.64
68 C -1.197 -2.091 2.731  -1.04
69 C -1.708 -0.697 2.977  -0.18
70 O -0.674 0.195 3.339  0.02
71 C -1.070 1.480 3.750  -0.53
72 H 4.418 -2.242 2.843  -0.03
73 H 4.289 -3.674 1.864  0.32
74 H 3.132 -3.302 3.212  0.32
75 H 2.278 -4.042 0.720  0.74
76 H 1.712 -2.614 -0.220  -1.04
77 H 0.876 -3.808 2.447  0.53
78 H -0.110 -3.864 0.928  0.14
79 H -0.382 -1.541 0.937  -0.57
80 H -0.896 -2.410 3.729  0.41
81 H -1.964 -2.715 2.272  0.22
82 H -2.417 -0.809 3.797  0.57
83 H -2.236 -0.238 2.141  -0.01
84 H -1.776 1.893 3.030  0.01
85 H -0.142 2.052 3.777  0.10
86 H -1.537 1.359 4.728  0.33
87 C -4.960 8.618 1.117  -0.75
88 O -5.035 7.345 1.705  -0.23
89 C -6.292 7.087 2.304  -0.79
90 C -6.407 5.593 2.781  -0.48
91 N -6.642 4.734 1.612  -0.24
92 C -6.490 3.292 1.868  -1.26
93 C -5.089 2.713 1.817  0.09
94 O -4.576 2.914 0.536  -0.55
95 C -3.315 2.362 0.205  0.42
96 H -3.971 8.769 0.683  0.21
97 H -5.158 9.320 1.927  0.32
98 H -5.692 8.816 0.334  0.32
99 H -7.064 7.249 1.552  0.37
100 H -6.534 7.748 3.136  0.50
101 H -7.237 5.594 3.489  0.43
102 H -5.527 5.360 3.379  0.28
103 H -5.978 5.094 0.941  0.30
104 H -7.139 2.788 1.151  0.37
105 H -7.003 3.050 2.799  0.45
106 H -5.138 1.660 2.095  0.33
107 H -4.421 3.131 2.570  0.20
108 H -3.492 1.291 0.305  -0.19
109 H -2.514 2.672 0.876  -0.08
110 H -3.064 2.653 -0.815  0.16
111 C 1.995 -1.137 5.058  -0.71
112 O 2.950 -0.609 4.176  0.18
113 C 3.924 0.184 4.875  -0.95
114 C 5.011 0.640 3.875  -0.71
115 N 4.439 1.605 2.945  0.05
116 C 5.409 2.148 1.985  -1.08
117 C 5.774 1.050 0.916  -0.64
118 O 4.562 0.564 0.317  0.07
119 C 4.524 0.499 -1.166  -0.42
120 H 2.456 -1.616 5.923  0.40
121 H 1.376 -1.924 4.626  -0.05
122 H 1.355 -0.335 5.425  0.28
123 H 4.451 -0.283 5.706  0.48
124 H 3.494 1.080 5.322  0.46
125 H 5.399 -0.268 3.414  0.24
126 H 5.870 1.084 4.379  0.46
127 H 3.814 2.296 3.334  0.34
128 H 6.357 2.349 2.485  0.44
129 H 4.980 3.082 1.620  0.35
130 H 6.401 0.214 1.224  0.39
131 H 6.454 1.591 0.257  0.48
132 H 3.663 -0.108 -1.445  -0.42
133 H 5.388 -0.027 -1.571  0.60
134 H 4.488 1.473 -1.655  0.28

Forces on atoms 1 to 3 (eV/Å):
-0.2 -0.9 -0.7
-0.2 -1.0 0.3
0.7 -0.5 0.4

## Properties
Multiplicity: 1
Net charge: +2
Kohn-Sham gap: 1.84 eV

3.
A cluster of 5 separate species, C30H75N5O10 in total at a distorted geometry, computed with the ωB97M-V functional and the def2-TZVPD basis.

Each line ends with the Mulliken charge.
CARTESIAN COORDINATES (ANGSTROEM)
1 C 3.276 -10.981 3.426  -0.71
2 O 2.500 -9.780 3.181  -0.35
3 C 1.094 -9.593 3.652  -0.46
4 C 1.155 -9.231 5.185  -0.65
5 N 2.033 -8.016 5.339  -0.37
6 C 1.405 -6.795 4.828  -0.51
7 C 2.224 -5.466 4.786  -0.43
8 O 3.333 -5.359 3.861  -0.29
9 C 3.985 -4.043 3.878  -0.58
10 H 3.068 -11.563 4.325  0.28
11 H 4.351 -10.949 3.253  0.28
12 H 3.056 -11.469 2.477  0.29
13 H 0.388 -10.418 3.556  0.35
14 H 0.726 -8.868 2.926  0.33
15 H 1.446 -10.136 5.717  0.33
16 H 0.137 -8.971 5.474  0.38
17 H 2.947 -8.130 4.924  0.31
18 H 0.468 -6.549 5.327  0.31
19 H 0.902 -6.882 3.865  0.28
20 H 2.560 -5.143 5.771  0.37
21 H 1.515 -4.676 4.537  0.15
22 H 3.318 -3.183 3.822  0.09
23 H 4.674 -3.904 3.045  0.27
24 H 4.551 -3.978 4.807  0.35
25 C 0.131 4.390 -1.378  -0.48
26 O -0.200 5.519 -0.560  -0.42
27 C 0.871 5.890 0.297  -0.19
28 C 0.369 6.525 1.554  -1.08
29 N -0.591 5.705 2.374  -0.35
30 C 0.129 4.625 3.001  -0.67
31 C -0.751 3.774 3.928  -0.74
32 O -2.070 3.404 3.457  -0.40
33 C -1.973 2.766 2.207  0.64
34 H 1.034 4.710 -1.898  0.19
35 H -0.621 4.354 -2.166  0.36
36 H 0.181 3.388 -0.951  0.14
37 H 1.599 6.571 -0.144  0.47
38 H 1.450 5.030 0.636  0.20
39 H -0.065 7.439 1.148  0.37
40 H 1.278 6.793 2.093  0.47
41 H -1.124 5.210 1.674  0.40
42 H 0.978 4.976 3.588  0.42
43 H 0.425 4.001 2.157  0.43
44 H -0.872 4.402 4.811  0.41
45 H -0.080 3.006 4.312  0.30
46 H -1.718 1.711 2.114  -0.29
47 H -1.336 3.287 1.492  -0.24
48 H -2.960 2.670 1.754  0.10
49 C 4.675 0.153 -2.178  -0.39
50 O 3.415 -0.179 -1.667  -0.35
51 C 3.079 0.237 -0.334  -0.42
52 C 1.563 0.124 -0.060  -0.62
53 N 1.158 0.559 1.266  0.20
54 C 1.774 -0.023 2.499  -0.66
55 C 0.847 -1.107 2.886  -0.76
56 O -0.552 -0.784 2.780  -0.31
57 C -1.405 -1.838 3.234  -0.75
58 H 4.782 -0.357 -3.135  0.28
59 H 5.493 -0.248 -1.580  0.35
60 H 4.882 1.223 -2.139  -0.02
61 H 3.180 1.323 -0.319  0.14
62 H 3.692 -0.208 0.449  0.32
63 H 1.262 -0.923 -0.105  0.30
64 H 1.052 0.622 -0.884  0.42
65 H 0.154 0.455 1.264  0.00
66 H 1.610 0.583 3.390  0.22
67 H 2.822 -0.323 2.528  0.17
68 H 0.859 -1.374 3.943  0.61
69 H 1.238 -2.031 2.461  0.44
70 H -2.422 -1.821 2.844  0.11
71 H -1.673 -1.909 4.288  0.37
72 H -1.000 -2.843 3.113  0.37
73 C -4.544 0.097 0.750  -0.76
74 O -5.850 0.367 0.191  -0.34
75 C -6.278 -0.478 -0.808  -0.24
76 C -7.711 0.002 -1.187  -0.90
77 N -8.252 -0.609 -2.370  -0.16
78 C -7.873 0.072 -3.607  -0.62
79 C -8.886 -0.237 -4.759  -0.60
80 O -8.797 -1.588 -5.121  -0.30
81 C -9.669 -1.864 -6.225  -0.76
82 H -4.424 -0.855 1.267  0.35
83 H -4.198 0.771 1.534  0.18
84 H -3.857 0.300 -0.072  0.36
85 H -6.341 -1.417 -0.257  0.27
86 H -5.537 -0.584 -1.601  0.35
87 H -7.755 1.091 -1.190  0.34
88 H -8.304 -0.240 -0.305  0.32
89 H -8.257 -1.615 -2.455  0.26
90 H -6.866 0.022 -4.021  0.30
91 H -7.960 1.140 -3.407  0.36
92 H -8.628 0.415 -5.593  0.37
93 H -9.887 0.050 -4.436  0.34
94 H -9.307 -1.520 -7.194  0.30
95 H -10.706 -1.549 -6.106  0.31
96 H -9.597 -2.948 -6.314  0.27
97 C 1.854 2.407 -7.029  -0.70
98 O 1.620 2.366 -5.613  -0.39
99 C 1.342 3.689 -5.107  -0.33
100 C 2.550 4.604 -4.985  -0.73
101 N 3.357 4.209 -3.822  -0.03
102 C 4.282 5.182 -3.101  -0.67
103 C 4.795 4.497 -1.784  -0.40
104 O 5.729 3.591 -2.246  -0.32
105 C 7.107 3.960 -2.368  -0.85
106 H 2.636 1.695 -7.297  0.26
107 H 2.153 3.406 -7.346  0.28
108 H 1.089 2.019 -7.702  0.28
109 H 1.036 3.509 -4.076  0.06
110 H 0.679 4.314 -5.705  0.38
111 H 2.260 5.641 -4.820  0.46
112 H 3.116 4.671 -5.914  0.39
113 H 3.600 3.229 -3.846  0.15
114 H 3.659 5.993 -2.723  0.36
115 H 5.120 5.457 -3.741  0.33
116 H 4.020 4.123 -1.115  0.07
117 H 5.291 5.209 -1.125  0.46
118 H 7.488 4.068 -3.384  0.31
119 H 7.606 3.071 -1.982  0.24
120 H 7.411 4.891 -1.888  0.35

Forces on atoms 1 to 3 (eV/Å):
-1.4 -0.3 -2.1
-0.4 0.5 1.0
1.9 -0.8 0.8

## Properties
Multiplicity: 1
Kohn-Sham gap: 8.92 eV
SMILES: COCCNCCOC.COCCNCCOC.COCCNCCOC.COCCNCCOC.COCCNCCOC